{"formula": "C4H7N", "method": "ωB97M-V with the def2-TZVPD basis set", "species": ["C", "C", "C", "C", "H", "H", "H", "H", "H", "H", "H", "N"], "positions_angstrom": [[2.077773, 0.893689, -1.034862], [0.697390, 0.550144, -0.550306], [-0.391575, 0.394630, -0.037802], [-1.629569, -0.060622, 0.657078], [2.708206, 1.565654, -0.057145], [2.735064, -0.251535, -1.362740], [1.774237, 1.604252, -2.150822], [-2.493477, 0.035191, -0.074688], [-1.956426, 0.559023, 1.531407], [-1.218552, -2.072679, 0.235516], [-0.734837, -1.670367, 1.752356], [-1.568233, -1.547381, 1.092009]], "forces_ev_per_a": [[0.545, 0.069, -1.082], [0.587, 0.269, 0.537], [0.422, -0.292, 0.346], [-0.891, -0.972, -0.483], [-1.887, -2.126, -3.568], [-2.020, 3.993, 1.043], [1.755, -2.112, 3.607], [0.961, -0.295, 0.841], [0.756, -0.501, -0.685], [-0.738, 0.838, 1.293], [-1.531, 0.500, -1.060], [2.040, 0.630, -0.790]], "e_homo_ev": -9.29, "relative_energy_ev": 4.377, "energy_ha": -211.19983, "charge": 0}